Entry 1:
C46H35BBrN9OPTa | ωB97M-V with the def2-TZVPD basis set

Structure (ORCA input):
```
! wB97M-V def2-TZVPD RIJCOSX def2/J DEFGRID3
* xyz 2 1
Ta -0.35 -0.11 0.42
C 1.56 -1.00 4.27
C 1.47 -1.09 2.90
N 0.55 -0.21 2.44
N 0.04 0.42 3.52
C 0.62 -0.04 4.63
B -1.13 1.41 3.34
N -2.33 0.68 2.68
C -3.54 0.47 3.19
C -4.30 -0.28 2.29
C -3.45 -0.51 1.23
N -2.25 0.08 1.46
N -0.61 2.45 2.36
C -0.38 3.75 2.52
C 0.21 4.24 1.37
C 0.29 3.15 0.53
N -0.20 2.05 1.13
H 2.20 -1.56 4.93
H 2.00 -1.73 2.22
H 0.32 0.33 5.60
H -1.46 1.88 4.39
H -3.81 0.87 4.16
H -5.32 -0.61 2.40
H -3.63 -1.04 0.31
H -0.66 4.24 3.44
H 0.52 5.25 1.17
H 0.68 3.12 -0.47
C 4.12 -3.80 -1.47
C 4.85 -2.69 -1.06
C 4.21 -1.46 -0.88
C 2.84 -1.36 -1.12
C 2.12 -2.47 -1.54
C 2.76 -3.69 -1.72
P 1.93 0.17 -0.88
C 3.05 1.42 -0.20
C 3.53 1.28 1.10
C 4.36 2.25 1.64
C 4.71 3.37 0.89
C 4.24 3.51 -0.40
C 3.41 2.54 -0.96
C 1.32 0.76 -2.46
C 2.09 0.75 -3.59
C 1.62 1.39 -4.76
C 0.41 2.03 -4.75
C -0.41 2.04 -3.59
C -1.66 2.71 -3.57
C -2.42 2.70 -2.43
C -1.99 1.98 -1.29
C -0.81 1.29 -1.27
C 0.03 1.36 -2.43
H 4.62 -4.75 -1.60
H 5.91 -2.77 -0.88
H 4.78 -0.60 -0.56
H 1.06 -2.39 -1.75
H 2.19 -4.55 -2.05
H 3.27 0.41 1.69
H 4.73 2.13 2.65
H 5.36 4.12 1.32
H 4.52 4.37 -0.99
H 3.04 2.66 -1.97
H 3.06 0.28 -3.59
H 2.23 1.38 -5.66
H 0.06 2.55 -5.63
H -1.99 3.24 -4.45
H -3.37 3.23 -2.40
H -2.64 1.98 -0.42
Br 2.91 -8.92 -2.25
C 1.12 -8.33 -2.19
C 0.19 -9.03 -1.45
C -1.13 -8.60 -1.43
C -1.48 -7.43 -2.09
C -0.55 -6.74 -2.84
C 0.76 -7.20 -2.91
N -2.86 -7.04 -2.06
N -3.19 -5.91 -1.69
C -2.27 -4.99 -1.11
C -1.58 -5.30 0.04
C -0.84 -4.32 0.72
C -0.80 -3.04 0.25
O -0.15 -2.01 0.85
C -1.53 -2.69 -0.88
N -1.47 -1.35 -1.21
C -2.12 -1.01 -2.33
C -2.85 -1.91 -3.11
C -2.95 -3.23 -2.73
C -2.26 -3.65 -1.59
H 0.48 -9.93 -0.92
H -1.89 -9.16 -0.90
H -0.84 -5.87 -3.41
H 1.49 -6.71 -3.54
H -1.62 -6.31 0.43
H -0.30 -4.58 1.63
H -2.09 0.02 -2.64
H -3.35 -1.53 -3.99
H -3.55 -3.93 -3.30
*
```

Lowest unoccupied orbital energy = -7.18 eV
HOMO level = -12.576 eV
Energy above the lowest of the compared OMol25 structures with the same formula, charge and spin = 0.240 eV
Frontier orbital gap = 5.39 eV



Entry 2:
C46H36Cl4N4O2PdS5 | ωB97M-V with the def2-TZVPD basis set

Structure (ORCA input):
```
! wB97M-V def2-TZVPD RIJCOSX def2/J DEFGRID3
* xyz 0 1
Pd -2.72 0.16 0.51
C -4.88 1.53 -3.33
C -4.59 0.89 -2.00
S -2.93 1.15 -1.43
C -5.41 0.19 -1.21
C -6.86 -0.06 -1.51
S -4.85 -0.53 0.28
H -4.06 1.34 -4.02
H -4.99 2.61 -3.23
H -5.79 1.13 -3.77
H -7.15 0.27 -2.50
H -7.48 0.45 -0.77
H -7.07 -1.13 -1.42
Cl -5.12 -2.17 6.80
C -4.73 -1.10 5.53
C -5.31 0.26 5.58
Cl -6.33 0.64 6.90
C -5.04 1.18 4.64
Cl -5.64 2.77 4.68
C -4.14 0.86 3.51
O -3.78 1.67 2.71
C -3.60 -0.59 3.43
O -2.90 -0.96 2.51
C -3.92 -1.50 4.53
Cl -3.23 -3.06 4.45
N -2.22 0.24 -2.63
S -0.58 0.36 -2.65
N 2.22 1.92 -1.48
S 2.76 1.04 -0.46
N 2.04 0.61 0.92
S 0.55 0.36 1.34
N -0.60 0.37 0.42
C 0.71 -1.17 2.27
C 1.61 -1.30 3.33
C 1.71 -2.51 3.99
C 0.93 -3.59 3.59
C 0.05 -3.46 2.53
C -0.07 -2.24 1.86
C 0.47 1.56 2.69
C -0.38 1.32 3.76
C -0.53 2.28 4.75
C 0.18 3.47 4.67
C 1.04 3.69 3.60
C 1.20 2.73 2.62
C 4.26 1.66 0.33
C 4.61 2.96 0.02
C 5.73 3.53 0.62
C 6.49 2.78 1.51
C 6.14 1.47 1.80
C 5.02 0.90 1.21
C 3.40 -0.54 -1.06
C 4.37 -0.46 -2.05
C 4.91 -1.62 -2.58
C 4.45 -2.86 -2.13
C 3.47 -2.93 -1.16
C 2.94 -1.76 -0.61
C -0.23 0.89 -4.32
C 0.64 1.95 -4.47
C 0.88 2.46 -5.74
C 0.24 1.89 -6.84
C -0.64 0.83 -6.67
C -0.88 0.32 -5.41
C -0.25 -1.40 -2.78
C -1.02 -2.23 -1.98
C -0.79 -3.60 -2.02
C 0.18 -4.12 -2.85
C 0.94 -3.28 -3.65
C 0.74 -1.91 -3.61
H 2.22 -0.45 3.62
H 2.40 -2.62 4.81
H 1.01 -4.54 4.11
H -0.56 -4.30 2.21
H -0.75 -2.11 1.03
H -0.89 0.38 3.82
H -1.18 2.09 5.59
H 0.06 4.22 5.44
H 1.60 4.62 3.54
H 1.89 2.88 1.79
H 3.99 3.50 -0.69
H 6.00 4.55 0.39
H 7.36 3.22 1.97
H 6.74 0.89 2.49
H 4.73 -0.12 1.44
H 4.71 0.52 -2.39
H 5.67 -1.56 -3.34
H 4.87 -3.77 -2.55
H 3.11 -3.89 -0.81
H 2.19 -1.81 0.17
H 1.15 2.36 -3.60
H 1.56 3.29 -5.88
H 0.43 2.28 -7.83
H -1.14 0.40 -7.53
H -1.57 -0.49 -5.25
H -1.80 -1.81 -1.36
H -1.39 -4.25 -1.40
H 0.35 -5.19 -2.88
H 1.71 -3.68 -4.30
H 1.35 -1.24 -4.20
*
```

Lowest unoccupied orbital energy = -2.68 eV
HOMO level = -7.377 eV
Energy above the lowest of the compared OMol25 structures with the same formula, charge and spin = 0.000 eV
Frontier orbital gap = 4.70 eV